Version i
C4H13N3 | wB97M-V/def2-TZVPD

Each line ends with the Löwdin charge.
Element x y z (Å)
C 0.282 0.615 0.773  -0.544
C 0.192 -1.562 -0.223  -0.215
C -0.411 0.583 -1.978  -0.130
C -0.323 1.417 1.902  -0.082
N -0.177 -0.736 0.752  0.036
N 1.715 0.676 0.671  0.041
N -0.589 -2.626 -0.635  0.091
H -1.121 -0.862 1.097  0.148
H -0.118 0.841 -0.661  0.062
H 1.165 -1.421 -0.661  0.120
H -0.201 -3.169 -1.390  0.092
H 2.006 1.094 -0.204  0.065
H 2.172 1.142 1.445  0.066
H -1.577 -2.605 -0.419  0.096
H -1.404 1.268 1.970  0.065
H -0.645 1.572 -2.375  -0.014
H 0.375 0.153 -2.602  -0.017
H -1.307 -0.035 -2.074  -0.018
H 0.109 1.174 2.884  0.065
H -0.142 2.479 1.726  0.072

E_HOMO (alpha / beta): -5.8 / -5.8 eV
HOMO-LUMO gap (alpha / beta): 6.58 / 6.58 eV



Version ii
C4H13N3 | wB97M-V/def2-TZVPD

Each line ends with the Löwdin charge.
Element x y z (Å)
C -0.664 0.611 -2.152  -0.083
N 0.838 0.350 -1.677  -0.103
N 1.096 0.461 -0.318  -0.095
C 0.284 -0.262 0.645  -0.617
C -1.225 0.474 0.813  -0.020
C 1.003 -0.219 1.988  -0.054
N 0.073 -1.619 0.245  0.069
H -0.893 1.647 -1.921  0.060
H -0.577 0.484 -3.227  0.058
H -1.462 -0.060 -1.822  0.045
H 1.069 -0.605 -1.945  0.081
H 1.166 1.442 -0.072  0.113
H -1.986 -0.178 0.392  0.051
H -1.388 0.537 1.889  0.053
H -1.302 1.485 0.426  0.052
H 0.445 -0.803 2.710  0.079
H 2.005 -0.629 1.884  0.076
H 1.087 0.804 2.345  0.079
H 0.862 -2.228 0.437  0.086
H -0.430 -1.691 -0.641  0.071

E_HOMO: -8.4 eV
HOMO-LUMO gap: 9.39 eV
Structure (SMILES): CNNC(C)(C)N



Order from most stable to least stable according to the calculation: version ii, version i



Version i
C4H13N3 | wB97M-V/def2-TZVPD

Each line ends with the Löwdin charge.
Element x y z (Å)
C -0.055 -0.352 1.179  -0.329
C -0.431 -0.146 -0.231  -0.554
C 1.218 0.549 -0.678  -0.188
C -1.514 0.879 -0.495  -0.058
N -0.008 0.778 2.064  -0.001
N -0.613 -1.344 -0.998  0.055
N 2.049 -0.468 -1.254  -0.030
H 0.750 -1.072 1.330  0.100
H -1.092 -1.152 1.642  0.158
H -0.958 1.095 2.245  0.073
H 0.393 0.510 2.958  0.075
H -0.020 -2.096 -0.649  0.077
H -1.578 -1.652 -1.017  0.079
H 3.043 -0.343 -1.097  0.071
H 1.550 -0.958 -1.994  0.067
H 0.921 1.276 -1.435  0.076
H 1.735 1.098 0.108  0.091
H -2.459 0.537 -0.059  0.079
H -1.666 1.016 -1.570  0.083
H -1.264 1.845 -0.049  0.078

E_HOMO: -7.7 eV
HOMO-LUMO gap: 8.71 eV



Version ii
C4H13N3 | wB97M-V/def2-TZVPD

Each line ends with the Löwdin charge.
Element x y z (Å)
N -3.645 -0.313 0.861  -0.013
C 2.561 -0.785 1.055  -0.081
C 2.362 0.685 0.535  -0.267
N 1.053 1.080 0.090  0.062
C 0.407 0.262 -0.842  -0.281
C -1.021 0.788 -1.084  -0.354
N -1.935 -0.233 -1.309  0.058
H 1.953 -1.517 0.515  0.052
H -2.855 -0.273 1.488  -0.017
H 2.517 -0.984 2.123  0.067
H 3.582 -1.051 0.735  0.069
H 3.095 0.803 -0.267  0.116
H 2.493 1.319 1.415  0.102
H -4.332 -0.983 1.156  -0.017
H 0.351 -0.749 -0.345  0.128
H 0.852 0.061 -1.822  0.150
H -0.985 1.617 -1.817  0.124
H -1.311 1.257 -0.133  0.103
H -3.260 -0.356 -0.102  -0.054
H -1.883 -0.626 -2.252  0.052

E_HOMO: -7.8 eV
HOMO-LUMO gap: 4.91 eV



Version iii
C4H13N3 | wB97M-V/def2-TZVPD

Each line ends with the Löwdin charge.
Element x y z (Å)
C 2.632 1.478 -0.539  -0.162
N 1.929 0.749 0.446  -0.165
C 1.613 -0.619 0.336  -0.233
C 0.123 -1.171 0.484  -0.196
N -0.870 -0.158 -0.016  -0.109
C -2.282 -0.641 0.044  -0.350
N -3.147 0.316 -0.508  0.035
H 3.667 0.937 -0.797  0.107
H 2.930 2.440 -0.219  0.053
H 2.196 1.400 -1.600  0.084
H 1.227 1.233 0.893  0.073
H 2.037 -1.007 -0.591  0.100
H 2.104 -1.094 1.341  0.137
H -0.027 -1.508 1.491  0.091
H -0.070 -1.951 -0.269  0.098
H -0.648 0.004 -0.995  0.096
H -2.383 -0.851 1.127  0.113
H -2.277 -1.689 -0.351  0.117
H -3.349 0.282 -1.440  0.031
H -3.303 1.170 -0.001  0.081

E_HOMO: -8.0 eV
HOMO-LUMO gap: 9.04 eV
Structure (SMILES): CNCCNCN



Version iv
C4H13N3 | wB97M-V/def2-TZVPD

Each line ends with the Löwdin charge.
Element x y z (Å)
C 1.985 -1.651 -1.680  -0.124
N 0.966 -1.639 -0.614  -0.131
C 1.169 -0.515 0.249  -0.283
C 0.103 -0.318 1.336  -0.220
N -1.135 0.178 0.763  -0.079
C -1.469 1.593 0.757  -0.305
N -1.527 2.237 -0.597  -0.010
H 1.898 -0.753 -2.295  0.073
H 2.957 -1.773 -1.216  0.074
H 1.759 -2.523 -2.291  0.072
H 0.027 -1.669 -0.961  0.090
H 1.133 0.461 -0.269  0.112
H 2.159 -0.555 0.711  0.113
H -0.197 -1.304 1.704  0.116
H 0.513 0.304 2.136  0.109
H -1.971 -0.250 1.103  0.092
H -2.401 1.778 1.280  0.103
H -0.694 2.153 1.298  0.102
H -1.347 1.491 -1.261  0.047
H -2.496 2.540 -0.693  0.048

E_HOMO: -8.6 eV
HOMO-LUMO gap: 9.71 eV
Structure (SMILES): CNCCNCN



Order from most stable to least stable according to the calculation: version iv, version i, version iii, version ii



Version i
C30H54N3O2S4SbSi3Ti | wB97M-V/def2-TZVPD

Each line ends with the Löwdin charge.
Element x y z (Å)
Ti -0.949 0.312 -0.747  0.967
C 2.598 2.955 1.089  -0.492
C 3.757 1.973 1.176  -0.534
S 3.776 0.899 -0.276  0.843
C 5.096 -0.274 0.180  -0.500
C 4.710 -1.394 1.149  -0.523
S 3.306 -2.390 0.553  0.805
C 2.631 -3.037 2.123  -0.497
C 1.909 -2.008 3.039  -0.463
S 1.685 -0.426 2.174  0.821
C 0.691 0.521 3.362  -0.479
C 0.679 1.999 2.927  -0.470
S 0.856 2.344 1.118  0.801
H 2.664 3.512 0.157  0.028
H 2.656 3.664 1.912  0.090
H 3.690 1.361 2.072  0.045
H 4.688 2.542 1.202  0.094
H 5.913 0.309 0.604  0.086
H 5.436 -0.687 -0.770  0.073
H 4.443 -0.984 2.123  0.060
H 5.558 -2.067 1.276  0.085
H 3.441 -3.520 2.662  0.081
H 1.937 -3.807 1.794  0.069
H 2.493 -1.808 3.935  0.080
H 0.926 -2.373 3.342  0.082
H 1.159 0.428 4.342  0.090
H -0.310 0.091 3.417  0.065
H 1.505 2.517 3.407  0.082
H -0.241 2.500 3.219  0.060
C -3.555 3.443 -3.258  -0.239
Sb -1.843 2.826 -2.121  1.531
C -2.653 0.735 -1.789  -0.449
C -3.332 1.062 -0.514  -0.499
C -4.694 1.139 -0.238  -0.003
C -5.095 1.411 1.057  0.010
C -4.136 1.593 2.053  -0.005
C -2.808 1.533 1.710  -0.072
N -2.414 1.305 0.448  -0.058
Si -3.502 -0.733 -2.728  0.508
C -2.206 -1.653 -3.734  -0.162
C -4.942 -0.120 -3.750  -0.156
C -4.149 -1.897 -1.390  -0.150
C -0.251 2.700 -3.587  -0.553
C 0.696 1.628 -3.185  -0.354
C 1.964 1.593 -3.784  -0.043
C 2.814 0.522 -3.640  -0.007
C 2.401 -0.556 -2.865  -0.063
C 1.220 -0.446 -2.198  -0.147
N 0.374 0.627 -2.296  -0.019
Si 0.565 4.472 -3.424  0.443
C -0.760 5.781 -3.219  -0.183
C 1.572 4.404 -1.848  -0.174
C 1.691 4.922 -4.851  -0.158
Si -0.798 2.492 -5.454  0.492
C -1.481 4.103 -6.115  -0.163
C -2.147 1.200 -5.571  -0.168
C 0.589 1.897 -6.556  -0.158
H -4.431 3.229 -2.649  0.019
H -3.602 2.898 -4.194  -0.009
H -3.505 4.516 -3.437  0.017
H -5.409 0.989 -1.037  0.119
H -6.150 1.478 1.297  0.133
H -4.421 1.788 3.077  0.127
H -2.030 1.702 2.442  0.105
H -1.220 -1.189 -3.688  0.015
H -2.498 -1.720 -4.784  0.042
H -2.112 -2.674 -3.356  0.044
H -4.714 0.761 -4.352  0.016
H -5.809 0.110 -3.126  0.035
H -5.247 -0.919 -4.435  0.057
H -3.635 -2.857 -1.455  0.042
H -5.217 -2.087 -1.522  0.052
H -4.012 -1.523 -0.374  0.024
H 2.242 2.428 -4.412  0.097
H 3.776 0.512 -4.136  0.137
H 3.000 -1.450 -2.750  0.126
H 0.928 -1.263 -1.556  0.101
H -1.308 5.680 -2.275  0.019
H -1.482 5.801 -4.037  0.022
H -0.265 6.756 -3.196  0.056
H 0.950 4.114 -0.998  -0.008
H 2.008 5.382 -1.625  0.064
H 2.393 3.688 -1.950  0.035
H 1.354 4.550 -5.820  0.013
H 2.717 4.578 -4.689  0.047
H 1.731 6.014 -4.922  0.056
H -2.402 4.405 -5.611  0.026
H -1.730 3.931 -7.168  0.059
H -0.781 4.940 -6.082  0.028
H -2.600 0.992 -4.604  -0.037
H -1.747 0.264 -5.966  0.046
H -2.935 1.531 -6.256  0.062
H 1.442 2.575 -6.637  0.033
H 0.166 1.791 -7.561  0.057
H 0.959 0.913 -6.259  0.041
O -0.958 -0.701 1.073  -0.167
N -1.274 -1.724 0.487  0.018
O -1.138 -1.543 -0.819  -0.220

E_HOMO: -12.8 eV
Charge: +2
HOMO-LUMO gap: 5.88 eV



Version ii
C30H54N3O2S4SbSi3Ti | wB97M-V/def2-TZVPD

Each line ends with the Löwdin charge.
Element x y z (Å)
Ti 0.891 -0.510 -0.771  0.824
C 1.503 -6.822 -1.676  -0.501
C 0.910 -6.951 -0.254  -0.496
S -0.046 -5.598 0.454  0.884
C 1.212 -4.349 0.821  -0.519
C 0.688 -3.315 1.806  -0.460
S -0.300 -1.895 1.200  0.839
C -1.865 -2.708 0.690  -0.438
C -2.161 -2.723 -0.809  -0.454
S -0.609 -2.841 -1.712  0.837
C -0.969 -3.848 -3.186  -0.469
C -0.505 -5.292 -2.988  -0.524
S 1.273 -5.307 -2.630  0.848
H 1.177 -7.666 -2.283  0.081
H 2.590 -6.899 -1.622  0.072
H 1.701 -7.212 0.450  0.079
H 0.202 -7.778 -0.230  0.075
H 1.562 -3.886 -0.100  0.011
H 2.058 -4.843 1.306  0.099
H 1.512 -2.851 2.340  0.048
H 0.043 -3.772 2.559  0.090
H -2.664 -2.212 1.236  0.066
H -1.770 -3.722 1.072  0.045
H -2.715 -1.834 -1.109  0.048
H -2.775 -3.597 -1.033  0.105
H -0.460 -3.385 -4.031  0.081
H -2.040 -3.801 -3.380  0.092
H -0.708 -5.854 -3.900  0.089
H -1.043 -5.751 -2.160  0.059
C 1.211 3.576 2.033  -0.288
Sb 0.460 1.575 1.892  1.445
C 1.834 0.880 0.286  -0.560
C 2.034 1.651 -0.986  -0.408
C 2.715 2.852 -1.155  -0.029
C 2.885 3.339 -2.437  -0.004
C 2.380 2.636 -3.530  -0.014
C 1.726 1.448 -3.304  -0.074
N 1.570 0.979 -2.059  -0.011
Si 3.566 0.439 1.034  0.447
C 3.446 -1.167 1.972  -0.164
C 4.777 0.328 -0.394  -0.146
C 4.190 1.736 2.226  -0.175
C -1.524 1.952 0.951  -0.526
C -1.942 1.052 -0.164  -0.379
C -3.311 0.888 -0.455  -0.049
C -3.739 0.474 -1.695  -0.022
C -2.795 0.194 -2.680  -0.037
C -1.481 0.194 -2.293  -0.184
N -1.050 0.530 -1.056  -0.010
Si -2.656 1.886 2.543  0.426
C -4.305 2.778 2.444  -0.164
C -1.728 2.687 3.964  -0.201
C -2.988 0.092 2.955  -0.164
Si -1.716 3.733 0.133  0.499
C -3.394 3.962 -0.678  -0.151
C -1.542 5.133 1.362  -0.157
C -0.503 3.941 -1.282  -0.143
H 2.268 3.508 2.265  -0.011
H 0.714 4.052 2.878  0.010
H 1.067 4.174 1.141  -0.007
H 3.103 3.379 -0.294  0.122
H 3.415 4.270 -2.593  0.132
H 2.505 3.002 -4.539  0.124
H 1.331 0.845 -4.111  0.129
H 3.246 -2.016 1.316  0.020
H 2.680 -1.110 2.750  0.035
H 4.398 -1.354 2.477  0.057
H 4.332 0.050 -1.350  0.014
H 5.553 -0.405 -0.161  0.053
H 5.277 1.287 -0.540  0.047
H 3.588 1.825 3.132  0.037
H 4.311 2.725 1.780  0.033
H 5.187 1.413 2.543  0.054
H -4.036 1.191 0.280  0.092
H -4.799 0.414 -1.910  0.134
H -3.071 -0.065 -3.692  0.126
H -0.715 -0.117 -2.994  0.094
H -4.232 3.831 2.179  0.027
H -4.720 2.737 3.457  0.052
H -5.048 2.317 1.793  0.037
H -1.400 3.705 3.748  0.022
H -0.877 2.114 4.338  0.010
H -2.436 2.757 4.796  0.055
H -3.598 -0.396 2.191  0.026
H -3.545 0.035 3.894  0.053
H -2.063 -0.474 3.085  0.010
H -4.257 3.696 -0.072  0.024
H -3.467 3.446 -1.636  0.039
H -3.471 5.034 -0.889  0.055
H -2.341 5.141 2.103  0.034
H -1.648 6.054 0.780  0.057
H -0.593 5.195 1.887  0.006
H -0.459 3.052 -1.918  0.027
H 0.508 4.196 -0.978  0.013
H -0.869 4.762 -1.905  0.056
O 3.845 -3.030 -1.682  0.163
N 3.339 -2.112 -2.082  0.070
O 2.162 -1.675 -1.156  -0.403

E_HOMO: -13.0 eV
Charge: +2
HOMO-LUMO gap: 6.62 eV



Order from most stable to least stable according to the calculation: version ii, version i